Record 1
The ion C7H11N4O with charge +1 in a non-equilibrium geometry. Source: the OMol25 dataset; level of theory: wB97M-V/def2-TZVPD.

Geometry as XYZ:
```
23
Properties=species:S:1:pos:R:3:forces:R:3
C 0.55962 -2.22387 -0.02432 -0.4616 -0.0176 -0.0301
C 0.07576 0.48370 -0.53270 3.7223 -1.5067 -0.4169
C 2.64328 0.65430 -0.05898 -0.2552 -0.4506 -0.1450
C -0.86292 -1.73349 -0.18248 0.2013 -0.2759 -0.1388
C -2.05401 0.50601 0.25988 -0.3930 0.0844 0.1914
C -1.56204 1.95013 0.01676 -0.4499 0.3886 -0.0703
C 1.64944 -0.28343 -0.77890 -3.3318 2.4232 0.2365
N 1.60465 -1.58460 -0.29306 0.7048 -0.7569 0.2617
N -0.91451 -0.29484 -0.19038 -0.0994 0.2403 -0.1065
N -0.19278 1.75388 -0.45563 -0.0867 0.0688 -0.0138
N 3.66313 0.03501 0.52709 0.3136 -0.1366 0.1574
O 2.45264 1.85004 -0.06747 0.0758 0.4509 -0.0922
H 0.67418 -3.23582 0.34023 -0.0192 -0.2037 0.0296
H -1.26244 -2.14254 -1.12280 -0.0252 0.0186 0.1833
H -1.49054 -2.10563 0.63099 0.1174 -0.0022 -0.0385
H -2.24052 0.30864 1.31948 -0.0128 -0.0209 -0.1168
H -2.95013 0.25198 -0.30644 0.0365 0.0803 0.0034
H -2.13879 2.46990 -0.75010 -0.0454 -0.0772 0.1123
H -1.56966 2.55363 0.92506 0.0052 -0.0814 -0.0654
H 1.84770 -0.25599 -1.85308 -0.0324 0.0103 0.0475
H 0.51950 2.47172 -0.52654 0.0797 -0.2465 0.0315
H 3.76822 -0.96610 0.47835 -0.0629 0.0613 0.0397
H 4.35088 0.59444 1.00789 0.0190 -0.0505 -0.0600
```
Positions in Å, forces in eV/Å.

DFT total energy   -15439.2009 eV
HOMO level   -13.6 eV
Total charge   +1
Kohn-Sham gap   10.908 eV
Structure (SMILES)   NC(=O)[C@H]1N=CCN2CC[NH+]=C12
LUMO energy   -2.70 eV

Mulliken atomic charge list, values in e, 8 entries: -0.225, 0.190, 0.392, -0.471, -0.597, -0.508, 0.363, -0.579

=====

Record 2
A structure of composition C16H23CrIN2 in a non-equilibrium geometry. Source: the OMol25 dataset; level of theory: wB97M-V/def2-TZVPD.

Geometry as XYZ:
```
43
Properties=species:S:1:pos:R:3:forces:R:3
C 0.78295 3.00992 0.81189 1.2943 0.8001 2.6347
C 2.70323 0.86091 0.09568 1.4076 0.6337 1.3842
H 0.02441 3.60350 0.31221 -0.0259 0.1869 0.2500
H 1.85674 3.33016 0.60462 -1.6307 -0.0423 0.1489
H 0.65253 2.87350 1.91384 -0.0159 0.5998 -0.8259
H 3.04887 0.68102 -0.92742 0.4414 0.1839 0.2197
H 3.05708 1.84692 0.50930 0.4213 -1.1831 -0.5547
H 3.00320 0.03940 0.79147 -0.1401 0.6268 -0.4700
C -2.42056 1.70299 -0.82208 -0.0233 -0.5807 -0.8458
C -3.64564 1.46822 -1.45903 0.2471 0.1162 0.2206
C -3.76344 0.43912 -2.38782 0.4014 -0.1583 -0.1880
C -2.65767 -0.38096 -2.60703 -0.1253 0.8373 0.8469
H -2.30344 2.48722 -0.08911 0.0281 0.2329 -0.0937
H -4.48503 2.10702 -1.22249 -0.0337 -0.0310 -0.0037
H -4.69051 0.24011 -2.92681 0.2064 0.2306 0.2019
H -2.67749 -1.20484 -3.30351 -0.2729 0.1133 0.1029
N -1.33267 0.95902 -1.06650 -1.3999 -0.7413 0.1760
C -1.50484 -0.13471 -1.84829 -1.1215 0.9491 -0.2407
C -0.44570 -1.10743 -1.83221 1.9739 -0.0470 0.1812
N 0.63333 -0.74327 -1.06980 0.0434 -1.3139 -1.4136
C 1.68134 -1.58250 -1.08108 -0.0095 -0.3248 -0.2453
C 0.61241 -3.11632 -2.57691 0.2123 -0.0327 0.0791
C 1.71130 -2.79026 -1.77473 -0.4729 -0.0247 -0.4878
H 2.57929 -1.24510 -0.58313 -0.2401 -0.1436 0.1481
H 2.60365 -3.42005 -1.78523 -0.3062 0.3046 0.1678
C -0.47788 -2.26992 -2.61121 -0.3333 0.6590 -0.2823
H -1.30867 -2.39920 -3.34069 0.9046 -0.2669 0.8990
H 0.60243 -3.98564 -3.22608 0.1911 -0.0246 0.1847
Cr 0.82895 1.28736 -0.17750 -1.5311 -1.9765 -2.6395
I 0.88445 2.71180 -2.25924 0.6085 0.7772 -2.1178
C 1.47514 0.22496 3.34840 0.1155 -0.1795 0.1211
C 0.57481 -0.53538 2.37970 0.8384 0.1012 -0.0729
C -0.39362 -1.40906 3.18935 -0.4599 -0.0587 -0.1431
C -0.10940 0.40274 1.41343 -1.8214 -1.1016 3.1231
H 0.88973 0.95948 3.90955 0.0115 -0.0552 0.0267
H 2.27270 0.75561 2.83420 0.0168 0.0543 -0.0771
H 1.93141 -0.47282 4.05957 -0.0299 0.1718 -0.0218
H 1.18470 -1.24884 1.80734 0.0738 0.1620 0.0062
H -1.04171 -0.82942 3.85419 0.1294 0.0961 -0.0631
H -1.04694 -2.02056 2.55954 0.0627 0.1063 -0.0896
H 0.18751 -2.10066 3.80264 0.0068 0.0561 0.0404
H -0.82650 -0.16526 0.80495 0.3609 0.3441 -0.1505
H -0.65047 1.17124 1.97605 -0.0037 -0.0573 -0.1362
```
Positions in Å, forces in eV/Å.

DFT total energy   -56464.0137 eV
HOMO level (spin up / spin down)   -7.4 / -7.7 eV
Total charge   0
Spin multiplicity   5
Kohn-Sham gap (spin up / spin down)   6.747 / 5.522 eV
LUMO energy (spin up / spin down)   -0.70 / -2.22 eV

Mulliken atomic charge list, values in e, 8 entries: -1.274, -1.547, 0.376, 0.382, 0.318, 0.400, 0.339, 0.329

=====

Record 3
A cluster of 2 separate species, C2H7O in total. Source: the OMol25 dataset; level of theory: wB97M-V/def2-TZVPD.

Geometry as XYZ:
```
10
Properties=species:S:1:pos:R:3:forces:R:3
O -2.68469 -0.82530 -0.04409 -0.3239 -0.0427 -0.0535
H -3.24609 -0.55905 0.69497 -0.0022 0.0056 0.0285
C 0.20933 0.73385 -0.14366 -0.3985 -0.6706 -0.2466
C 1.27609 -0.36209 -0.01362 0.1681 0.5493 0.0682
H 0.39664 1.30768 -1.05660 0.0101 0.2357 0.0680
H 0.19972 1.39605 0.72296 0.1298 0.1762 0.0511
H -0.80013 0.27139 -0.21462 0.4377 0.1111 0.0608
H 2.30359 0.02115 0.11070 -0.0072 -0.0280 -0.0573
H 1.07243 -0.99220 0.85564 -0.0114 -0.1892 -0.0071
H 1.27312 -0.99149 -0.91170 -0.0025 -0.1474 0.0880
```
Positions in Å, forces in eV/Å.

DFT total energy   -4229.5756 eV
HOMO level (spin up / spin down)   4.8 / 0.6 eV
Total charge   -2
Spin multiplicity   2
Kohn-Sham gap (spin up / spin down)   3.313 / 7.532 eV
LUMO energy (spin up / spin down)   8.11 / 8.09 eV

Mulliken atomic charge list, values in e, 8 entries: -1.157, 0.117, -0.997, -4.369, 0.594, 0.532, 0.251, 1.527

=====

Among the records above, which one has the lowest total charge?
C2H7O